(1)
ORCA calculation (ωB97M-V/def2-TZVPD) on a cluster of 7 separate species, C37H52N2O12 in total in a non-equilibrium geometry.

The geometry in XYZ format:
```
103
Properties=species:S:1:pos:R:3:forces:R:3
C -1.321 0.866 -0.282 0.998 -0.960 -0.163
C -1.092 -0.311 -0.151 -0.360 0.744 -0.052
C -0.800 -1.758 -0.081 -0.796 1.010 -0.577
C -0.728 -2.079 1.351 0.297 -0.078 -0.654
N -0.710 -2.273 2.476 -0.030 -0.236 0.738
C -2.009 -2.495 -0.733 0.630 -1.328 1.585
C -1.745 -3.836 -1.359 -0.646 -0.674 0.051
C -2.775 -4.711 -1.457 0.284 0.124 0.186
C 0.567 -1.952 -0.793 0.511 -0.184 0.721
C 0.454 -1.729 -2.230 -0.238 -0.108 0.292
N 0.366 -1.557 -3.358 0.034 0.097 -0.448
C 1.323 -3.260 -0.445 0.332 0.175 -0.815
C 2.804 -3.020 -0.070 0.531 -1.058 0.401
C 3.769 -3.559 -1.161 -0.463 0.379 0.117
C 3.130 -3.715 1.267 -0.095 0.456 -0.147
H -1.142 1.900 -0.461 -0.532 0.201 0.249
H -2.738 -2.672 0.066 -0.212 0.232 -0.108
H -2.517 -1.878 -1.469 0.317 0.174 -0.147
H -0.785 -4.131 -1.771 -0.258 0.937 -1.300
H -3.375 -4.972 -0.588 -0.962 1.206 -0.290
H -3.087 -5.140 -2.406 0.989 -1.228 0.255
H 1.207 -1.138 -0.442 -0.103 0.084 0.127
H 1.342 -3.873 -1.345 -0.231 -0.159 0.055
H 0.810 -3.852 0.311 -0.117 0.265 0.178
H 3.001 -1.960 0.093 -0.057 0.087 -0.172
H 4.606 -4.075 -0.699 0.228 0.179 -0.070
H 4.121 -2.732 -1.776 0.184 -0.146 -0.169
H 3.277 -4.286 -1.807 -0.023 0.012 -0.068
H 4.202 -3.853 1.388 0.058 0.057 0.033
H 2.654 -4.695 1.322 -0.046 -0.021 0.116
H 2.811 -3.064 2.079 -0.207 -0.329 0.222
O 5.419 -2.545 3.911 -0.122 -0.112 -0.049
C 4.997 -1.427 3.946 0.287 0.044 -0.059
C 5.475 -0.292 4.833 -0.488 0.221 0.093
C 4.334 0.717 4.718 0.078 -0.032 0.093
C 3.791 0.421 3.327 0.035 0.320 0.020
O 4.009 -0.988 3.132 -0.010 -0.061 0.086
H 6.410 0.097 4.427 0.051 -0.073 0.027
H 5.625 -0.638 5.852 0.220 -0.112 -0.062
H 4.641 1.754 4.846 0.008 0.005 -0.077
H 3.573 0.497 5.468 -0.008 0.009 0.000
H 4.325 0.964 2.544 -0.055 -0.080 0.040
H 2.728 0.632 3.238 -0.014 -0.153 -0.120
O -0.957 3.908 0.291 -0.074 -0.035 -0.028
C -1.212 4.551 -0.688 -0.082 0.220 0.326
C -2.530 5.193 -1.087 0.119 -0.128 -0.534
C -2.306 5.499 -2.572 -0.075 -0.117 0.199
C -0.796 5.690 -2.626 -0.075 0.270 -0.343
O -0.267 4.830 -1.607 0.138 -0.074 -0.111
H -2.666 6.099 -0.495 -0.030 -0.049 0.080
H -3.358 4.510 -0.921 0.009 0.044 0.247
H -2.863 6.355 -2.945 0.065 0.048 0.043
H -2.588 4.629 -3.168 0.007 0.013 -0.021
H -0.501 6.715 -2.391 0.004 0.007 -0.009
H -0.360 5.412 -3.581 0.127 -0.039 0.072
O -6.741 -1.958 5.628 0.027 0.117 0.120
C -5.596 -2.095 5.316 -0.195 -0.115 -0.251
C -4.947 -3.335 4.720 0.436 0.142 0.299
C -3.461 -3.049 4.916 -0.020 -0.318 -0.093
C -3.420 -1.534 4.869 0.210 0.069 -0.073
O -4.679 -1.102 5.421 -0.017 -0.135 0.033
H -5.219 -3.397 3.666 -0.082 -0.023 0.016
H -5.273 -4.229 5.243 -0.228 0.012 -0.112
H -2.815 -3.514 4.174 0.033 0.094 -0.023
H -3.147 -3.398 5.901 0.012 0.017 -0.002
H -3.337 -1.153 3.850 -0.012 -0.003 0.000
H -2.608 -1.123 5.464 -0.107 0.148 0.039
O 3.801 1.182 0.228 0.159 -0.127 -0.087
C 3.672 1.808 -0.785 -0.195 0.229 0.102
C 2.418 2.501 -1.287 0.213 -0.166 -0.501
C 2.754 2.762 -2.752 -0.287 0.060 0.021
C 4.266 2.892 -2.715 -0.121 -0.034 -0.223
O 4.697 2.023 -1.649 -0.091 -0.023 0.083
H 2.281 3.426 -0.725 -0.093 -0.056 0.080
H 1.548 1.861 -1.165 -0.026 0.066 0.258
H 2.260 3.637 -3.172 0.091 0.060 0.035
H 2.474 1.894 -3.352 0.024 -0.004 -0.005
H 4.588 3.908 -2.485 0.039 -0.009 0.005
H 4.730 2.580 -3.647 0.173 -0.092 0.120
O -5.622 -3.473 -2.276 0.146 -0.046 -0.082
C -6.313 -4.437 -2.421 -0.203 0.312 0.098
C -7.456 -4.892 -1.534 0.107 -0.534 -0.069
C -7.667 -6.336 -1.984 -0.079 0.061 0.107
C -7.215 -6.282 -3.437 -0.105 -0.140 0.022
O -6.183 -5.281 -3.475 0.038 -0.064 0.039
H -8.326 -4.266 -1.740 0.032 0.073 0.056
H -7.182 -4.817 -0.486 -0.038 0.250 -0.003
H -8.687 -6.696 -1.865 -0.009 0.018 -0.069
H -7.009 -6.996 -1.417 0.000 -0.016 -0.023
H -8.018 -5.975 -4.111 -0.002 0.028 0.014
H -6.807 -7.227 -3.787 0.124 0.085 -0.080
O 2.609 6.262 -3.652 -0.089 0.184 -0.223
C 3.275 6.862 -2.859 0.052 -0.451 0.122
C 3.577 6.435 -1.438 -0.070 0.567 0.341
C 4.096 7.725 -0.808 0.001 -0.084 0.026
C 4.703 8.435 -2.012 0.067 0.072 0.175
O 3.899 8.027 -3.137 -0.044 0.016 0.035
H 4.339 5.656 -1.458 -0.031 -0.044 0.011
H 2.679 6.068 -0.948 0.015 -0.242 -0.141
H 4.802 7.572 0.005 0.063 0.011 -0.060
H 3.259 8.306 -0.419 0.014 0.019 -0.006
H 5.735 8.132 -2.198 -0.015 -0.035 -0.017
H 4.666 9.518 -1.924 -0.052 0.010 -0.176
```
Positions in Å, forces in eV/Å.

## Properties
strongest force on any atom: 0.042 Eh/bohr
molecular weight: 716.8 g mol⁻¹
multiplicity: 1
E_LUMO: 0.0121 Eh
relative energy (zero: lowest compared OMol25 entry of this formula, charge and spin): 130.0 kcal per mole
DFT total energy: -2453.35408 hartree

=====

(2)
ORCA calculation (ωB97M-V/def2-TZVPD) on a structure of composition C37H53AsBHfN6S4 in a non-equilibrium geometry.

The geometry in XYZ format:
```
103
Properties=species:S:1:pos:R:3:forces:R:3
Hf -1.736 -2.013 -1.287 0.028 -0.214 -0.809
C -4.264 -1.132 3.424 -0.815 -0.936 -1.708
C -3.067 -0.388 2.945 0.692 1.237 0.620
C -2.548 0.746 3.564 -0.909 -0.886 -0.581
C -1.461 1.438 2.996 -0.112 0.193 0.193
N -0.867 0.995 1.911 0.215 0.793 0.526
N -1.317 -0.121 1.364 1.039 0.067 -0.586
B -0.485 -0.732 0.158 0.185 -0.541 0.830
N -0.067 0.271 -0.901 0.136 1.301 -0.261
N 1.090 1.065 -0.638 -0.105 -0.814 0.819
C 1.199 2.176 -1.216 -0.487 1.067 -1.534
C 0.212 2.691 -2.204 -0.963 -0.444 -0.789
C -0.927 2.062 -2.594 1.538 -1.093 2.647
C -1.843 2.559 -3.645 -1.097 0.178 0.170
C -1.164 0.700 -1.884 -0.581 1.124 -1.156
S -2.886 0.267 -1.474 0.519 -0.170 -0.221
C 2.435 3.054 -0.989 -0.014 -1.291 0.136
C 1.926 4.457 -0.752 0.821 1.333 0.697
C 3.347 2.913 -2.261 -0.607 0.798 -0.021
C 3.227 2.607 0.252 0.639 -0.127 -0.323
N 0.867 -1.405 0.674 -0.324 -0.613 1.491
N 1.332 -0.943 1.853 1.134 0.358 -0.403
C 2.484 -1.413 2.309 -1.624 0.673 0.753
C 3.149 -2.444 1.690 0.345 -0.846 -1.587
C 2.655 -3.015 0.555 -0.525 -0.276 0.150
C 3.352 -4.201 -0.089 0.902 0.778 -0.132
C 1.380 -2.516 0.127 0.067 -0.223 -1.322
S 0.545 -3.367 -1.141 -0.227 0.095 0.249
C 3.027 -0.873 3.601 -0.354 1.160 1.285
C 1.982 0.033 4.295 0.461 0.541 0.078
C 3.355 -1.966 4.640 -0.770 1.084 0.808
C 4.284 0.002 3.329 -1.155 0.454 0.531
C -2.379 -0.784 1.781 0.039 -1.127 0.223
S -2.816 -2.240 0.944 -0.567 -0.278 0.269
C -1.070 2.769 3.632 -0.629 0.645 -0.735
C -0.819 2.612 5.159 -0.284 0.846 -0.704
C -2.325 3.760 3.345 0.544 -0.960 1.711
C 0.234 3.383 3.031 -1.069 -1.507 -0.348
H -4.282 -1.268 4.484 -0.067 0.114 0.659
H -4.336 -2.141 2.915 0.246 1.122 0.791
H -5.174 -0.605 3.066 0.395 -0.141 0.472
H -3.048 1.170 4.433 0.157 -0.235 -0.048
H 0.426 3.613 -2.729 0.186 -0.010 0.133
H -1.302 3.214 -4.298 0.236 0.510 -0.289
H -2.788 3.068 -3.325 0.958 -0.314 0.261
H -2.208 1.745 -4.246 -0.072 -0.565 -0.302
H 1.292 4.823 -1.542 -0.148 0.156 -0.246
H 2.810 5.146 -0.728 -0.748 -0.422 0.237
H 1.348 4.553 0.206 0.639 -0.171 -0.777
H 2.758 3.239 -3.175 0.887 -0.491 0.893
H 3.718 1.878 -2.376 -0.378 0.494 -0.018
H 4.229 3.577 -2.129 -0.571 -0.316 -0.205
H 2.686 2.748 1.181 -0.340 -0.086 0.048
H 4.121 3.241 0.323 -0.096 -0.107 -0.047
H 3.574 1.561 0.199 -0.269 0.357 -0.078
H 4.059 -2.841 2.071 0.674 -0.023 0.441
H 4.352 -4.291 0.388 -0.477 0.186 -0.433
H 3.501 -4.060 -1.199 -0.422 -0.340 1.197
H 2.862 -5.137 0.166 -0.400 -0.030 -0.437
H 1.060 -0.508 4.474 -0.203 -0.035 0.107
H 1.761 0.928 3.722 -0.194 -0.146 -0.484
H 2.361 0.460 5.241 0.045 -0.644 -0.177
H 2.453 -2.550 4.948 0.735 0.493 -0.215
H 3.813 -1.446 5.518 -0.680 -0.444 -0.460
H 4.115 -2.608 4.312 1.016 -1.261 -0.643
H 3.977 0.911 2.761 0.419 -0.608 0.382
H 5.053 -0.526 2.818 0.600 -0.462 -0.678
H 4.703 0.272 4.307 -0.126 0.254 -0.270
H -1.655 2.227 5.729 -0.241 -0.163 -0.022
H -0.616 3.616 5.534 -0.002 -0.008 0.166
H 0.057 2.015 5.360 0.268 -0.322 -0.048
H -3.214 3.546 3.984 0.834 0.033 0.018
H -2.753 3.718 2.370 0.296 -0.240 -1.141
H -2.010 4.776 3.536 0.050 0.301 0.123
H 1.037 2.648 3.113 0.049 0.251 0.176
H 0.440 4.265 3.587 0.435 0.797 0.348
H 0.156 3.602 1.968 -0.247 0.124 -0.038
C -0.300 -0.457 -2.220 -0.360 0.871 0.307
C 0.708 -0.292 -3.249 2.857 -1.235 0.602
C 0.348 -0.094 -4.552 -1.775 0.634 -1.506
C 1.181 -0.157 -5.630 3.466 -1.011 -0.923
C 2.562 -0.511 -5.393 -1.829 1.430 0.430
C 2.992 -0.608 -4.067 -0.667 -0.246 -0.720
C 2.107 -0.538 -3.008 -2.165 0.465 -2.054
H -0.663 0.162 -4.855 -0.333 -0.119 0.635
H 0.879 0.004 -6.689 -0.081 -0.065 1.116
H 3.271 -0.487 -6.197 0.169 -0.299 -0.284
H 4.018 -0.800 -3.842 0.618 -0.054 -0.011
H 2.506 -0.652 -2.062 0.367 -0.247 2.002
C -5.193 -5.747 -3.711 0.482 -0.529 0.483
As -4.601 -3.965 -3.331 -0.185 0.367 0.982
C -3.935 -3.236 -4.935 1.196 -0.704 -1.392
C -6.016 -2.769 -2.821 -0.090 -1.113 0.823
S -3.262 -4.183 -1.700 0.426 -0.224 -0.020
H -6.111 -5.730 -4.301 0.282 -0.152 -0.218
H -5.373 -6.295 -2.757 0.190 0.523 -0.700
H -4.299 -6.193 -4.218 -1.064 0.133 0.213
H -4.436 -3.660 -5.812 -0.045 -0.295 0.254
H -2.853 -3.463 -5.046 -0.677 0.222 0.137
H -4.113 -2.188 -5.032 0.059 0.855 0.411
H -6.904 -3.169 -3.293 -0.387 0.565 -0.222
H -5.750 -1.753 -3.010 0.040 0.638 -0.766
H -6.139 -2.802 -1.740 -0.025 -0.399 0.063
```
Positions in Å, forces in eV/Å.

## Properties
strongest force on any atom: 0.072 Eh/bohr
molecular weight: 974.4 g mol⁻¹
multiplicity: 1
E_LUMO: -0.0904 Eh
net charge: +1
DFT total energy: -5671.43858 hartree